Density functional theory data (ωB97M-V/def2-TZVPD) for 16 unconnected molecules or ions with the total composition C42H108O28P4S6 at a distorted geometry.

Structure (XYZ):
```
188
Properties=species:S:1:pos:R:3
C -22.98 -5.65 -3.54
O -22.02 -5.73 -4.61
P -22.31 -4.76 -5.91
O -23.72 -4.86 -6.39
O -21.86 -3.29 -5.63
C -22.80 -2.23 -5.69
O -21.23 -5.39 -6.78
C -20.89 -6.78 -6.82
H -22.72 -4.80 -2.91
H -22.90 -6.49 -2.90
H -23.97 -5.58 -3.98
H -22.95 -1.80 -6.71
H -22.39 -1.48 -5.05
H -23.81 -2.72 -5.45
H -19.85 -6.91 -6.62
H -20.97 -7.21 -7.84
H -21.46 -7.33 -6.08
C -26.44 -8.30 -9.80
O -25.27 -7.62 -9.38
P -24.10 -7.48 -10.44
O -24.50 -6.90 -11.72
O -22.98 -6.59 -9.65
C -23.27 -5.18 -9.58
O -23.36 -8.86 -10.55
C -22.03 -8.87 -11.25
H -26.81 -8.16 -10.85
H -27.19 -7.78 -9.18
H -26.54 -9.39 -9.52
H -22.55 -4.73 -8.96
H -24.21 -5.03 -9.00
H -23.21 -4.71 -10.62
H -21.30 -8.67 -10.51
H -21.98 -8.17 -12.11
H -21.86 -9.96 -11.50
C -23.42 -9.71 -17.25
O -22.09 -10.19 -16.90
P -21.43 -9.63 -15.57
O -22.29 -9.36 -14.45
O -20.34 -10.76 -15.32
C -19.53 -10.60 -14.11
O -20.79 -8.19 -15.94
C -19.98 -8.20 -17.13
H -23.86 -10.53 -17.86
H -23.25 -8.78 -17.84
H -24.04 -9.67 -16.36
H -19.03 -9.62 -14.13
H -18.81 -11.41 -14.11
H -20.12 -10.72 -13.18
H -20.31 -8.83 -17.91
H -18.95 -8.42 -16.87
H -20.07 -7.24 -17.67
C -31.25 -9.46 -8.71
O -31.11 -10.05 -7.33
P -29.80 -9.60 -6.46
O -29.24 -8.27 -6.60
O -30.46 -9.97 -5.04
C -29.63 -10.22 -3.93
O -28.69 -10.76 -6.70
C -28.96 -12.09 -7.32
H -32.17 -9.86 -9.13
H -30.34 -9.64 -9.24
H -31.29 -8.42 -8.56
H -29.00 -9.34 -3.80
H -29.01 -11.14 -4.04
H -30.37 -10.36 -3.13
H -28.59 -11.94 -8.29
H -29.98 -12.36 -7.23
H -28.27 -12.71 -6.77
C -20.07 -13.59 -11.46
C -20.06 -12.40 -10.54
O -19.57 -11.35 -10.89
C -20.87 -12.51 -9.27
H -19.17 -13.51 -12.02
H -21.00 -13.65 -12.10
H -20.14 -14.58 -10.93
H -20.36 -13.19 -8.62
H -21.95 -12.69 -9.41
H -20.78 -11.55 -8.82
C -24.23 -12.60 -13.95
C -23.70 -12.86 -15.37
O -24.41 -12.53 -16.32
C -22.37 -13.55 -15.59
H -25.32 -12.37 -13.94
H -23.75 -11.66 -13.53
H -23.99 -13.44 -13.33
H -21.55 -12.84 -15.45
H -22.32 -13.89 -16.66
H -22.15 -14.34 -14.90
C -28.17 -12.42 -12.47
C -28.53 -11.01 -12.95
O -29.30 -10.90 -13.86
C -27.98 -9.87 -12.20
H -28.29 -12.52 -11.38
H -27.09 -12.67 -12.60
H -28.71 -13.24 -12.93
H -28.11 -9.86 -11.12
H -28.32 -8.96 -12.68
H -26.87 -9.88 -12.42
C -29.81 -6.16 -13.36
C -29.18 -6.11 -12.01
O -29.48 -6.95 -11.15
C -28.12 -5.14 -11.72
H -29.38 -5.51 -14.09
H -30.90 -5.83 -13.34
H -29.80 -7.18 -13.75
H -27.73 -5.31 -10.72
H -28.54 -4.15 -11.97
H -27.31 -5.13 -12.46
C -25.62 -1.05 -10.39
C -26.08 -2.23 -9.66
O -26.95 -2.99 -10.09
C -25.53 -2.44 -8.24
H -24.71 -1.33 -10.90
H -25.42 -0.20 -9.63
H -26.32 -0.70 -11.16
H -24.44 -2.47 -8.30
H -26.03 -3.40 -7.88
H -25.94 -1.70 -7.63
C -26.06 -14.44 -9.59
C -24.94 -13.56 -10.13
O -23.91 -14.04 -10.40
C -25.40 -12.14 -10.12
H -26.61 -14.10 -8.71
H -25.65 -15.48 -9.56
H -26.84 -14.52 -10.35
H -24.52 -11.56 -10.43
H -25.64 -11.85 -9.09
H -26.23 -11.83 -10.73
C -25.58 -8.35 -14.66
S -25.08 -7.09 -15.95
O -26.15 -6.07 -15.88
C -23.69 -6.45 -15.13
H -25.78 -7.74 -13.76
H -24.74 -9.09 -14.56
H -26.56 -8.69 -14.99
H -22.85 -7.05 -15.08
H -23.87 -6.12 -14.10
H -23.42 -5.58 -15.77
C -21.74 -0.42 -10.73
S -21.32 -1.40 -9.29
O -22.52 -2.26 -8.93
C -20.08 -2.33 -10.11
H -22.53 0.36 -10.42
H -22.16 -0.93 -11.64
H -20.86 0.20 -10.97
H -19.71 -3.04 -9.40
H -19.32 -1.62 -10.39
H -20.56 -2.82 -10.97
C -23.85 -8.67 -6.65
S -25.37 -9.55 -6.33
O -25.28 -10.90 -6.97
C -25.22 -9.87 -4.56
H -23.89 -8.51 -7.76
H -23.00 -9.23 -6.28
H -23.90 -7.70 -6.18
H -26.16 -10.29 -4.16
H -24.95 -8.98 -4.01
H -24.37 -10.62 -4.52
C -20.55 -5.77 -12.61
S -21.52 -4.55 -13.49
O -21.22 -3.20 -12.83
C -20.57 -4.72 -14.96
H -19.51 -5.45 -12.65
H -20.71 -6.77 -13.10
H -20.82 -5.70 -11.56
H -19.63 -4.21 -14.80
H -21.14 -4.23 -15.72
H -20.44 -5.78 -15.11
C -23.69 -1.37 -14.09
S -24.46 -2.36 -15.37
O -23.45 -3.30 -15.98
C -25.47 -3.40 -14.37
H -24.55 -1.08 -13.45
H -23.43 -0.43 -14.54
H -22.97 -2.03 -13.65
H -26.44 -3.00 -14.40
H -25.03 -3.40 -13.35
H -25.55 -4.36 -14.87
C -28.65 -5.39 -8.31
S -28.58 -4.69 -6.67
O -28.09 -3.29 -6.74
C -27.29 -5.79 -6.01
H -29.17 -6.31 -8.33
H -27.64 -5.43 -8.71
H -29.16 -4.57 -8.77
H -26.31 -5.68 -6.48
H -27.70 -6.79 -6.13
H -27.13 -5.58 -4.91
```

## Properties
E_tot	-204804.405	eV
charge	0
spin multiplicity	1